This record from the OMol25 dataset describes C57H56AsCdN6O2PS as an isolated structure. The level of theory is ωB97M-V/def2-TZVPD.

Geometry as XYZ:
```
125
Properties=species:S:1:pos:R:3:forces:R:3:mulliken_charge:R:1
Cd -0.12549 -0.06078 0.82582 -0.057 -0.169 0.903 0.93
C -4.42420 -2.06924 0.78498 1.877 1.722 -0.164 -0.80
N -4.00658 -0.70569 0.39261 0.089 -0.459 0.114 0.35
C -2.91098 -0.44836 -0.34120 0.466 0.374 -0.356 -0.60
N -2.56319 0.83723 -0.27044 -0.483 -0.677 0.154 0.48
C -3.42811 1.37665 0.66022 0.005 -0.516 -0.343 -0.36
C -4.34534 0.45313 1.07630 1.142 -0.965 -1.517 0.49
C -5.48954 0.45809 1.93411 -1.026 0.673 1.088 -0.12
C -5.26864 0.79040 3.26325 0.261 -0.942 0.169 -0.17
C -6.31467 0.82393 4.17124 1.016 0.278 0.893 -0.69
C -7.60039 0.61093 3.79326 -1.074 -0.066 -1.102 -0.46
C -7.82232 0.34154 2.44270 -0.617 -0.171 -0.203 -0.62
C -6.81039 0.20597 1.51017 0.723 0.506 -0.833 -0.10
C -3.18942 2.74844 1.03277 0.222 1.188 -0.889 0.40
C -3.26000 3.73428 0.03833 -1.090 0.071 0.134 -0.77
C -2.95746 5.04923 0.31672 0.373 0.999 -0.485 -0.76
C -2.42624 5.39647 1.54472 0.139 -0.783 0.356 -0.57
C -2.29292 4.39458 2.50763 0.281 1.248 0.162 -0.67
C -2.68133 3.10685 2.26182 0.000 -0.934 0.581 0.11
P -2.10307 -1.60533 -1.53724 -0.691 -0.736 0.245 -1.16
C -0.95369 -2.83003 -0.72975 -1.548 -0.638 0.135 -1.14
N 0.35089 -2.73728 -0.63979 -0.706 1.464 -0.728 0.39
C 0.79436 -3.89050 -0.17751 0.099 -2.916 0.940 -0.09
C -0.26188 -4.79350 0.01436 1.205 1.328 -0.282 0.51
N -1.38935 -4.11131 -0.34172 0.918 1.649 -0.915 0.75
C -2.71158 -4.68365 -0.42696 0.446 -0.397 0.169 -1.19
C -0.19294 -6.10718 0.64306 -0.488 -0.686 -0.889 -1.08
C -0.11136 -7.30471 -0.08329 -0.016 -0.043 -0.098 0.15
C -0.02565 -8.52233 0.55045 -0.248 0.362 0.901 -0.73
C -0.04802 -8.55051 1.94665 0.487 -0.873 -0.034 -0.36
C -0.14700 -7.39421 2.65172 0.297 1.527 1.092 -0.76
C -0.18921 -6.15625 2.00575 -0.224 -0.469 0.534 0.09
C 2.22591 -4.15615 0.03471 0.774 -0.651 0.056 0.33
C 2.80615 -5.44295 0.11789 -0.282 0.650 -0.376 -0.41
C 4.16609 -5.59609 0.24009 -0.294 1.157 0.083 -0.86
C 5.02017 -4.50502 0.30260 -0.270 0.009 0.040 -0.60
C 4.48818 -3.23106 0.22790 -1.867 -0.836 -0.006 -0.72
C 3.09498 -3.07269 0.12194 -0.072 -0.419 0.437 0.36
C -0.84795 -0.46388 -2.10054 -0.760 -0.872 -0.748 -0.19
N 0.09857 0.01707 -1.35834 1.507 0.895 0.309 2.56
C 0.95416 0.68618 -2.18312 -0.135 1.357 -0.321 -2.55
C 0.45062 0.66388 -3.46391 1.042 -0.534 0.504 0.27
N -0.66311 -0.13000 -3.39179 0.766 0.837 -0.720 1.07
C -1.35274 -0.57884 -4.56762 -1.337 -1.272 0.513 -1.11
C 1.09015 1.20175 -4.68770 -0.658 0.002 -0.307 -0.24
C 2.33435 0.77928 -5.10748 -0.259 -0.039 0.619 0.21
C 2.92879 1.36623 -6.20785 -0.091 -0.930 -0.044 -1.17
C 2.23787 2.31283 -6.91134 -0.141 1.116 -0.701 -0.29
C 0.97939 2.77490 -6.51941 0.361 -0.266 -1.095 -1.04
C 0.41214 2.15652 -5.44178 -1.005 0.568 1.591 -0.01
C 2.23518 1.36618 -1.83850 -1.359 1.495 0.390 0.85
C 2.40304 2.78447 -1.75897 -0.208 -0.887 -0.252 -0.90
C 3.71870 3.27316 -1.69626 -1.017 1.329 -0.015 -0.79
C 4.82497 2.44771 -1.65903 -0.365 -0.919 -0.748 -0.85
C 4.60563 1.07386 -1.71509 0.530 -0.086 0.594 -0.88
C 3.31879 0.55279 -1.74382 1.249 -1.460 -0.363 0.35
H -4.94511 -2.44238 -0.05603 -0.679 -1.094 -0.472 0.30
H -3.49386 -2.55917 1.10898 -0.219 -0.172 -0.391 -0.08
H -4.97193 -1.93630 1.67523 -1.161 -0.223 0.772 0.47
H -4.23799 0.78069 3.62518 -0.287 0.427 -0.138 0.45
H -6.04318 1.00592 5.18994 -0.094 0.119 0.567 0.41
H -8.50234 0.65799 4.41370 0.735 0.068 0.159 0.37
H -8.85977 0.28020 2.16506 -0.192 -0.294 -0.448 0.38
H -6.96767 0.02625 0.41356 -0.160 0.080 1.278 0.35
H -3.72254 3.53349 -0.91982 0.204 -0.353 -0.044 0.54
H -3.09151 5.84905 -0.43368 0.048 -0.672 0.301 0.37
H -2.07147 6.39201 1.73011 -0.062 0.338 0.170 0.45
H -1.87039 4.63297 3.47096 0.079 0.108 0.177 0.43
H -2.53299 2.34159 3.02378 -0.092 0.103 -0.161 0.30
H -2.57590 -5.71027 -0.70910 -0.019 -0.698 0.155 0.47
H -3.20949 -4.61941 0.52619 -0.305 -0.013 0.229 0.32
H -3.30518 -4.27776 -1.22251 -0.172 0.763 -0.249 0.37
H -0.03921 -7.31610 -1.15308 -0.148 0.341 -0.465 0.46
H 0.02795 -9.43221 -0.00085 0.173 -0.462 -0.395 0.46
H 0.14592 -9.44605 2.53032 -0.344 -0.208 -0.394 0.36
H -0.10270 -7.38371 3.74390 -0.081 -0.206 -0.337 0.37
H -0.20373 -5.21469 2.51890 -0.101 0.210 0.509 0.62
H 2.24739 -6.35021 0.05867 -0.558 -0.208 -0.044 0.33
H 4.54935 -6.56805 0.30025 0.598 -1.282 0.106 0.49
H 6.05919 -4.69956 0.47983 0.472 0.226 -0.152 0.40
H 5.06043 -2.36215 0.27580 1.134 1.199 0.193 0.55
H 2.54965 -2.14755 0.23268 0.596 0.615 -0.352 0.44
H -0.91065 -1.49742 -4.98013 0.135 0.336 0.145 0.29
H -2.35887 -0.85454 -4.20003 0.247 0.263 -0.720 0.38
H -1.37239 0.19060 -5.32250 -0.159 0.193 -0.043 0.41
H 2.76735 -0.00485 -4.52783 0.651 -0.447 0.086 0.66
H 3.84699 0.95568 -6.59359 0.309 0.179 0.053 0.43
H 2.68032 2.74053 -7.79871 0.115 0.030 -0.113 0.38
H 0.46644 3.51167 -7.15600 0.173 -0.329 0.628 0.38
H -0.53361 2.46344 -4.98802 -0.037 0.096 -0.611 0.40
H 1.50006 3.45566 -1.79382 1.178 -0.728 -0.094 0.70
H 3.87657 4.36261 -1.74262 -0.145 -0.529 0.168 0.44
H 5.82118 2.84913 -1.76058 0.095 0.084 0.297 0.49
H 5.44021 0.37625 -1.69062 -0.041 0.176 -0.092 0.41
H 3.17529 -0.54400 -1.82504 0.116 0.734 0.068 0.30
O -2.45164 2.85766 -3.15692 0.728 0.582 -0.171 -0.63
H -1.77503 3.56899 -3.19410 -0.681 -0.720 0.178 0.29
H -2.26148 2.36549 -2.34527 0.007 -0.020 0.117 0.20
O 2.30577 -2.62213 -2.88124 -1.036 0.897 -0.127 -0.69
H 2.78749 -3.39376 -2.62108 0.457 -0.709 0.311 0.35
H 1.54516 -2.58149 -2.25590 0.572 0.023 -0.276 0.26
S -1.42472 -1.38456 2.23866 0.384 0.081 0.315 -0.97
C 3.65431 1.45917 1.69382 0.576 -1.093 1.166 -0.79
As 1.73890 1.77562 1.79628 -0.313 -0.893 -0.238 0.56
C 1.45610 1.58533 3.70278 -0.204 -0.136 0.227 -1.36
C 1.44179 3.67542 1.52152 -0.224 -0.052 -1.495 0.45
C 2.29045 4.57070 2.33941 -0.653 0.216 -0.011 0.15
C 1.72451 4.90629 3.55992 0.685 0.057 0.447 -0.61
C 2.40418 5.71327 4.45497 0.911 0.161 -1.016 -0.70
C 3.70307 6.16447 4.14722 -0.472 0.455 0.105 -0.52
C 4.25786 5.83786 2.89850 -1.247 0.241 0.472 -0.73
C 3.51493 5.10314 1.96067 0.735 -0.493 0.540 0.07
H 4.27382 2.34524 1.82627 -0.151 0.086 0.238 0.33
H 3.96999 0.98046 0.77548 -0.299 0.050 -0.267 0.03
H 3.87931 0.69972 2.51596 -0.234 1.114 -0.892 0.44
H 2.09769 2.30513 4.22106 -0.193 -0.297 0.186 0.52
H 1.63669 0.54475 4.00081 0.347 0.274 -0.166 0.45
H 0.39508 1.71574 3.94467 0.179 0.343 -0.139 0.23
H 0.36686 3.80590 1.70556 0.243 0.056 0.231 -0.34
H 1.53412 3.83154 0.43466 0.262 0.002 0.409 0.01
H 0.77615 4.44421 3.78213 -0.280 0.301 0.274 0.42
H 1.90698 6.07496 5.31333 -0.303 0.112 1.035 0.44
H 4.19088 6.87789 4.86245 -0.264 -0.936 -0.887 0.30
H 5.19346 6.26907 2.63906 0.738 0.088 -0.269 0.44
H 3.95118 4.82756 0.99755 -0.154 0.244 0.188 0.41
```
Forces are in eV/Å.

Its HOMO-LUMO gap is 6.413 eV. For the LUMO energy, the calculation gives 0.510 eV. For the electronic energy, the calculation gives -5827.73957 Ha.